[1]
{
  "formula": "C12H10F2",
  "method": "wB97M-V/def2-TZVPD",
  "charge": 0,
  "smiles": "Fc1ccccc1.Fc1ccccc1",
  "energy_ev": -18040.443,
  "e_homo_ev": -9.2,
  "e_above_lowest_kj_mol": 53.9,
  "elements": ["F", "C", "C", "C", "C", "C", "C", "H", "H", "H", "H", "H", "F", "C", "C", "C", "C", "C", "C", "H", "H", "H", "H", "H"],
  "coordinates": [[-33.2887, -30.6532, 8.1643], [-33.8779, -29.4851, 7.7992], [-34.1227, -28.5264, 8.7513], [-34.6900, -27.3314, 8.3843], [-35.1112, -27.1352, 7.1237], [-35.0094, -28.1281, 6.1339], [-34.3939, -29.3272, 6.5201], [-33.8456, -28.6788, 9.7840], [-34.7336, -26.5200, 9.0957], [-35.5135, -26.1942, 6.7786], [-35.3286, -28.1656, 5.1028], [-34.2974, -30.1750, 5.8581], [-24.7099, -37.2167, 1.5255], [-25.6724, -36.2819, 1.3842], [-25.6062, -35.0044, 1.9464], [-26.7219, -34.1681, 1.8993], [-27.9418, -34.6369, 1.3497], [-27.9689, -35.8984, 0.6826], [-26.8094, -36.6475, 0.6791], [-24.6928, -34.6673, 2.4139], [-26.7397, -33.2003, 2.3783], [-28.8332, -34.0282, 1.3863], [-28.8513, -36.2296, 0.1553], [-26.7595, -37.5998, 0.1721]],
  "forces_ev_per_angstrom": [[-0.158, 0.435, -0.281], [-0.966, -0.128, 0.119], [0.817, -0.452, 0.821], [0.368, 0.359, 1.114], [-0.925, 0.554, -3.429], [0.973, -1.702, 1.364], [0.341, -0.128, -0.023], [0.228, -0.155, 0.011], [-0.218, -0.049, 0.152], [-0.126, 0.254, 0.365], [-0.355, 0.951, 0.070], [0.020, 0.060, -0.284], [0.157, 0.656, -0.093], [-1.102, 0.914, 0.046], [0.428, -0.399, -0.064], [-1.492, -1.087, -0.301], [1.048, -0.871, -0.537], [0.569, 1.884, 0.792], [0.173, -0.955, 0.003], [0.064, -0.042, 0.127], [0.337, 0.057, -0.014], [0.013, 0.083, 0.003], [-0.025, -0.065, 0.066], [-0.169, -0.176, -0.028]],
  "lowdin_charge": [0.05, -0.27, -0.02, -0.11, -0.11, -0.06, -0.02, 0.12, 0.11, 0.10, 0.10, 0.11, 0.06, -0.28, -0.02, -0.08, -0.08, -0.07, -0.04, 0.11, 0.10, 0.09, 0.10, 0.11]
}

***

[2]
{
  "formula": "C12H10N3ORuS4Sb",
  "method": "wB97M-V/def2-TZVPD",
  "charge": -1,
  "energy_ev": -71587.311,
  "e_homo_ev": [-4.2, -4.2],
  "spin_multiplicity": 6,
  "e_above_lowest_kj_mol": 91.0,
  "elements": ["Ru", "O", "C", "N", "C", "C", "C", "C", "C", "C", "N", "C", "C", "C", "C", "C", "N", "H", "H", "H", "H", "H", "H", "H", "H", "H", "H", "S", "Sb", "S", "S", "S"],
  "coordinates": [[0.4891, -0.8912, 0.2508], [-3.4554, 0.8917, -0.0012], [-2.4592, 0.1610, 0.0668], [-1.1851, 0.5252, 0.1133], [-0.9526, 1.9482, 0.0761], [0.5211, 2.2619, 0.1368], [0.9907, 3.5618, 0.0209], [2.3560, 3.7947, 0.0775], [3.2204, 2.7268, 0.2440], [2.6799, 1.4604, 0.3505], [1.3626, 1.2403, 0.3075], [-2.6615, -1.3407, 0.1077], [-3.9390, -1.8793, 0.0547], [-4.0811, -3.2545, 0.0958], [-2.9463, -4.0489, 0.1896], [-1.7095, -3.4302, 0.2392], [-1.5751, -2.1071, 0.1988], [-1.4638, 2.4491, 0.9080], [-1.3767, 2.3920, -0.8326], [0.2868, 4.3719, -0.1241], [2.7387, 4.8027, -0.0246], [4.2959, 2.8315, 0.2559], [3.3286, 0.6000, 0.4635], [-4.7752, -1.1987, -0.0169], [-5.0642, -3.7065, 0.0554], [-3.0128, -5.1276, 0.2246], [-0.7900, -3.9993, 0.3151], [5.9782, 0.0311, 0.2103], [5.3192, -0.8271, -1.7917], [1.9564, -2.4600, 1.3007], [2.1412, -2.3194, -0.7128], [3.7825, 0.5403, -2.7598]],
  "forces_ev_per_angstrom": [[-0.085, 0.099, 0.010], [0.006, -0.001, 0.000], [-0.031, 0.003, 0.005], [0.048, -0.032, 0.013], [0.004, 0.008, -0.010], [0.016, -0.001, 0.014], [0.006, -0.007, -0.001], [-0.030, 0.006, -0.001], [0.022, -0.016, 0.005], [-0.030, 0.015, -0.001], [0.008, 0.009, -0.026], [0.011, -0.006, 0.008], [0.006, 0.005, 0.002], [0.003, 0.003, -0.001], [0.005, -0.005, 0.003], [-0.016, -0.004, 0.004], [0.021, 0.004, -0.032], [0.003, -0.002, 0.004], [0.002, -0.007, 0.000], [0.001, 0.001, 0.002], [0.007, -0.001, 0.000], [-0.001, 0.006, 0.002], [0.006, 0.006, -0.001], [0.001, -0.001, -0.001], [0.001, -0.001, -0.001], [0.000, 0.000, -0.002], [0.003, 0.001, -0.003], [-0.002, -0.013, -0.020], [-0.012, 0.076, 0.012], [0.013, -0.039, 0.030], [-0.004, -0.050, -0.018], [0.019, -0.055, 0.004]],
  "lowdin_spin": [3.29, 0.03, 0.02, 0.09, 0.01, 0.01, 0.00, 0.00, 0.00, 0.01, 0.09, 0.01, 0.00, 0.00, 0.00, 0.01, 0.08, 0.00, 0.00, 0.00, 0.00, 0.00, 0.00, 0.00, 0.00, 0.00, 0.00, 0.00, 0.00, 0.64, 0.65, 0.04]
}

***

[3]
{
  "formula": "C12H11F18Li2N5O12S6",
  "method": "wB97M-V/def2-TZVPD",
  "charge": 1,
  "energy_ev": -158964.411,
  "e_homo_ev": [-11.5, -11.5],
  "spin_multiplicity": 2,
  "elements": ["Li", "Li", "C", "C", "N", "C", "C", "N", "C", "C", "H", "H", "H", "H", "H", "H", "H", "H", "H", "H", "H", "C", "F", "F", "F", "S", "O", "O", "N", "S", "O", "O", "C", "F", "F", "F", "C", "F", "F", "F", "S", "O", "O", "N", "S", "O", "O", "C", "F", "F", "F", "C", "F", "F", "F", "S", "O", "O", "N", "S", "O", "O", "C", "F", "F", "F"],
  "coordinates": [[-4.5809, 2.0594, 0.2482], [0.6087, 3.4795, 1.3231], [5.3995, -7.2150, 2.0197], [4.6782, -7.2094, 0.6542], [4.4809, -5.9477, 0.1052], [5.4186, -4.9437, -0.0530], [4.7764, -3.9129, -0.6560], [3.4481, -4.2488, -0.8511], [3.3130, -5.5415, -0.4793], [2.4111, -3.3269, -1.3704], [6.4442, -6.9184, 1.9260], [5.3619, -8.2693, 2.2936], [4.9025, -6.5223, 2.6989], [3.7257, -7.6722, 0.9124], [4.9465, -7.9157, -0.1314], [6.4591, -5.1577, 0.1419], [5.2526, -3.0057, -0.9974], [2.3544, -6.0336, -0.5535], [2.7778, -2.5137, -1.9968], [1.8320, -2.9400, -0.5319], [1.7906, -3.8047, -2.1285], [-4.4841, -1.7018, 1.0747], [-4.0532, -2.3211, -0.0647], [-4.6385, -2.6669, 2.0041], [-3.7154, -0.6752, 1.4250], [-6.1768, -0.9018, 0.7284], [-6.9248, -1.9322, 0.0510], [-6.7141, -0.5001, 2.0447], [-5.7059, 0.5384, -0.1717], [-5.9916, 0.2021, -1.7087], [-5.3016, 1.2349, -2.5379], [-5.9541, -1.2092, -2.1233], [-7.8778, 0.7057, -1.8176], [-7.8969, 1.9327, -1.2712], [-8.1795, 0.8763, -3.0945], [-8.4726, -0.3065, -1.1557], [3.5367, 4.2050, 0.5326], [4.7255, 4.4092, 0.9061], [3.5531, 3.7412, -0.6880], [2.8418, 3.2355, 1.3570], [2.5747, 5.9335, 0.5852], [2.9777, 6.7858, 1.7010], [2.8597, 6.6321, -0.6803], [0.8981, 5.3647, 0.7670], [0.1649, 6.6308, 0.1246], [0.3833, 7.8293, 0.9251], [0.2976, 6.8028, -1.3404], [-1.6716, 6.1437, 0.5083], [-1.6951, 5.8514, 1.7508], [-2.5513, 7.0946, 0.1532], [-1.9013, 5.0291, -0.1869], [-0.4600, 0.7466, 2.3199], [0.8751, 0.5174, 2.3105], [-1.2094, -0.1446, 2.9950], [-0.5628, 1.9466, 3.0207], [-1.1775, 0.9851, 0.5209], [-1.0357, -0.2991, -0.1259], [-2.4873, 1.6115, 0.6950], [-0.0782, 2.2321, 0.0813], [-0.1529, 2.2507, -1.4690], [-1.2816, 1.7266, -2.2048], [0.2866, 3.5389, -2.0002], [1.3952, 1.0742, -1.9904], [1.2299, -0.2269, -1.7098], [1.3984, 1.1279, -3.3136], [2.5525, 1.5096, -1.5016]],
  "forces_ev_per_angstrom": [[0.259, -0.496, -0.271], [0.090, -0.202, 0.299], [0.541, -0.189, -1.584], [-0.625, -2.829, 1.544], [-2.165, 2.577, -2.226], [-0.658, -0.700, -0.314], [0.507, 0.383, 0.104], [1.194, -0.504, -0.538], [0.680, 1.503, 0.989], [-0.415, -0.253, -0.520], [0.038, -0.059, 0.103], [0.072, 0.280, 0.676], [-0.100, -0.386, 0.117], [-0.577, 0.604, -0.101], [1.238, 0.056, 0.191], [-0.140, 0.385, 0.183], [-0.504, 0.117, 0.054], [0.276, -0.384, 0.281], [0.858, 0.070, 0.675], [-0.022, -0.035, -0.241], [-0.270, -0.613, 0.572], [-2.069, -0.723, -1.630], [0.141, 1.092, 1.501], [0.712, 1.368, -0.399], [0.852, -1.022, 0.496], [-1.247, -0.205, 2.422], [0.865, 1.062, 0.661], [1.616, 0.105, -2.283], [-0.568, -3.157, 1.412], [-0.752, 0.526, -4.332], [-0.881, -1.717, 2.067], [0.609, 2.799, 0.484], [4.184, -0.584, -0.150], [-1.278, -0.688, 0.691], [-1.008, -0.871, 0.394], [-1.070, 2.119, -1.005], [-2.645, -0.709, -0.335], [1.277, 0.188, 1.399], [-0.596, 0.159, 0.141], [1.043, 1.889, -1.114], [3.307, 3.077, -0.621], [-1.094, -2.808, -0.534], [-1.040, -2.677, 1.878], [2.259, 1.309, -0.866], [-3.886, 2.615, -2.387], [0.362, -1.252, -0.592], [-0.222, -0.845, 2.921], [0.785, 0.349, -2.812], [-0.556, 0.018, 2.293], [1.251, -0.920, 0.618], [-0.265, 0.128, -0.176], [-0.593, 1.151, 0.693], [-1.522, -0.709, -0.162], [1.553, 0.703, -1.046], [-0.118, -0.749, -1.044], [-0.137, 0.202, 1.527], [-0.029, 1.671, 0.823], [1.164, -0.645, -0.088], [-2.242, -2.500, 1.770], [2.555, 1.340, -6.371], [0.486, -0.391, 1.993], [0.191, -0.950, 1.720], [-2.174, 0.543, -0.625], [0.252, 0.144, 0.796], [0.445, 0.468, -0.235], [-0.195, -0.223, 0.115]],
  "lowdin_spin": [0.00, 0.00, 0.00, 0.00, 0.00, 0.00, 0.00, 0.00, 0.00, 0.00, 0.00, 0.00, 0.00, 0.00, 0.00, 0.00, 0.00, 0.00, 0.00, 0.00, 0.00, 0.00, 0.00, 0.00, 0.00, 0.00, 0.00, 0.00, 0.00, 0.00, 0.00, 0.00, 0.00, 0.00, 0.00, 0.00, 0.00, 0.00, 0.00, 0.00, -0.01, 0.05, 0.03, 0.46, -0.05, 0.26, 0.28, -0.01, 0.00, 0.00, 0.00, 0.00, 0.00, 0.00, 0.00, 0.00, 0.00, 0.00, 0.00, 0.00, 0.00, 0.00, 0.00, 0.00, 0.00, 0.00]
}

***

[4]
{
  "formula": "C12H11FN2O",
  "method": "wB97M-V/def2-TZVPD",
  "charge": 2,
  "energy_ev": -20351.718,
  "e_homo_ev": -17.5,
  "e_above_lowest_kj_mol": 0.0,
  "elements": ["O", "C", "F", "C", "N", "C", "C", "C", "C", "C", "C", "N", "C", "C", "C", "C", "H", "H", "H", "H", "H", "H", "H", "H", "H", "H", "H"],
  "coordinates": [[5.1083, -1.2348, 1.5789], [4.3819, -1.0217, 0.6610], [3.8633, -2.0186, -0.0906], [3.9442, 0.4011, 0.2372], [2.4650, 0.3522, 0.0584], [1.7322, 0.3963, 1.1773], [0.3658, 0.3148, 1.1325], [-0.2720, 0.1808, -0.1138], [-1.7646, 0.0478, -0.1593], [-2.4422, -0.0756, -1.3909], [-3.8041, -0.1638, -1.4101], [-4.5332, -0.1341, -0.2942], [-3.9242, -0.0530, 0.8924], [-2.5667, 0.0341, 0.9972], [0.5287, 0.1790, -1.2571], [1.8963, 0.2656, -1.1429], [4.2199, 1.0880, 1.0433], [4.4532, 0.7178, -0.6808], [2.2231, 0.4916, 2.1446], [-0.1694, 0.3531, 2.0758], [-1.8501, -0.1018, -2.3003], [-4.3404, -0.2456, -2.3545], [-5.5494, -0.1754, -0.3128], [-4.5315, -0.0477, 1.7960], [-2.0875, 0.0933, 1.9683], [0.0920, 0.1037, -2.2498], [2.5615, 0.2531, -2.0057]],
  "forces_ev_per_angstrom": [[-1.041, 0.278, -1.275], [1.404, -0.239, 1.230], [-0.015, 0.872, 0.113], [0.071, -1.023, -0.134], [0.782, 0.688, 0.448], [-0.456, 0.007, 0.732], [-0.245, -0.091, -0.470], [-0.080, 0.020, 0.715], [-0.781, -0.074, -0.518], [1.276, 0.105, 0.819], [-0.695, -0.040, -1.504], [0.488, 0.008, 0.474], [-0.506, 0.062, 1.167], [1.422, 0.077, -0.424], [-0.592, -0.083, -0.119], [0.155, -0.111, -0.575], [-0.243, -0.169, -0.185], [-0.304, -0.178, 0.097], [0.248, -0.030, -0.396], [0.146, -0.008, -0.236], [-0.612, -0.013, -0.045], [0.009, 0.003, 0.285], [0.068, -0.046, -0.231], [-0.102, -0.026, -0.368], [-0.511, -0.013, -0.035], [0.298, 0.021, 0.203], [-0.185, 0.001, 0.233]],
  "lowdin_charge": [0.22, -0.40, 0.13, 0.04, -0.03, 0.03, 0.07, -0.08, -0.07, 0.06, 0.01, 0.14, 0.01, 0.05, 0.07, 0.04, 0.16, 0.16, 0.17, 0.13, 0.13, 0.17, 0.20, 0.17, 0.13, 0.13, 0.17]
}

***

Record-wise max |F| values, in eV/Å: 3.595; 0.131; 6.994; 1.882